Computed, not measured: a 8-piece molecular cluster, C4H26N2O8 overall, with the ωB97M-V functional and the def2-TZVPD basis.

```
! RIJCOSX wB97M-V def2-TZVPD def2/J DEFGRID3
* xyz 1 2
C -0.08136 -0.86567 0.60024
O -0.34214 -1.25744 1.91736
C 0.76270 0.43775 0.58885
C 0.39326 1.31415 -0.63686
C -0.11311 2.68596 -0.21765
N -1.43941 2.68232 0.44390
N 2.20388 0.08647 0.67072
H -1.10980 -0.69622 0.13915
H 0.47452 -1.62768 0.07498
H 0.52174 1.02592 1.55824
H 1.25354 1.43304 -1.33240
H -0.31953 0.85955 -1.24394
H 0.64037 3.24836 0.44249
H -0.19425 3.40836 -1.15097
H -1.46845 2.01736 1.25912
H -2.18366 2.42193 -0.16565
H 0.51422 -1.43711 2.45210
H 2.79426 0.89945 0.74032
H 2.45939 -0.39180 -0.13958
H -2.72595 -0.10344 -1.19892
H -2.65604 0.28460 -2.68838
O -2.46491 -0.39976 -2.04997
H 2.31969 -0.96822 3.74721
H 2.38784 -1.05842 2.14247
O 2.08121 -1.53879 3.01555
H 2.31838 -2.61773 -1.04688
H 1.27255 -1.87186 -2.08078
O 2.30200 -1.90597 -1.72184
H -1.60714 -0.22637 2.47254
H -2.17301 0.94286 3.36407
O -2.35345 0.36231 2.57993
H -1.01678 -1.26948 -2.23546
H -0.64993 -2.57440 -3.00110
O -0.26285 -1.84556 -2.56724
H 3.34622 0.46720 -3.27502
H 2.90835 -0.34996 -2.04056
O 3.20814 0.54702 -2.33757
H -3.04682 0.57990 1.04658
H -4.41666 0.29396 0.30438
O -3.51340 0.60013 0.16955
*
```

The calculation puts the frontier orbital gap (alpha / beta) at 10.454 / 4.798 eV. As for the HOMO energy (alpha / beta): -13.4 / -13.3 eV.

---

Computed, not measured: a 9-piece molecular cluster, C4H26N2O9 overall, with the ωB97M-V functional and the def2-TZVPD basis.

```
! RIJCOSX wB97M-V def2-TZVPD def2/J DEFGRID3
* xyz 0 1
N -1.60001 -1.67618 1.72134
C -2.80507 -2.16907 0.89720
C -2.30106 -2.13865 -0.53655
C -2.41467 -0.71455 -1.12078
N -1.09904 -0.00087 -0.98199
C 0.13806 -0.42195 -1.31343
O 1.04011 0.39124 -1.15315
H -1.51470 -0.67996 1.57000
H -1.73380 -1.82151 2.71546
H -3.00915 -3.18911 1.18585
H -3.65278 -1.48942 1.02564
H -1.28881 -2.51576 -0.65021
H -2.83187 -2.82680 -1.18782
H -3.20680 -0.14763 -0.64956
H -2.71288 -0.86305 -2.19400
H -1.15989 0.96219 -0.67892
H 0.09609 -1.24021 -2.04760
O 1.35671 0.07125 3.89222
H 1.48252 0.88095 3.35765
H 0.61906 0.37764 4.43471
O 3.33520 0.35033 0.04029
H 2.69264 0.25241 -0.68506
H 3.68688 1.23329 0.17050
O -0.42518 3.48610 -0.78088
H 0.54629 3.59065 -0.84847
H -0.68674 4.35027 -0.44408
O 1.36999 -3.29087 -1.21191
H 1.49779 -4.04346 -0.61653
H 1.58876 -2.65669 -0.50773
O 1.48580 1.59588 1.58133
H 2.15413 0.97566 1.21537
H 0.71496 1.58022 0.99701
O 2.47718 3.47722 -0.95854
H 2.46893 2.78139 -0.28913
H 2.20508 3.02441 -1.76625
O 1.22290 -2.54649 1.46074
H 0.43750 -2.00488 1.28090
H 1.89187 -1.96464 1.85667
O -0.59315 2.70378 -3.18982
H -0.04388 3.39325 -2.82379
H -1.42900 2.92358 -2.76671
*
```

Its SMILES is NCCCNC=O.O.O.O.O.O.O.O.O. The calculation puts the frontier orbital gap at 10.152 eV. As for the HOMO energy: -10.0 eV.

---

Computed, not measured: a 9-piece molecular cluster, C4H26NO8 overall, with the ωB97M-V functional and the def2-TZVPD basis.

```
! RIJCOSX wB97M-V def2-TZVPD def2/J DEFGRID3
* xyz 1 1
C 0.59834 -2.88597 1.26860
C 1.43994 -1.98094 2.13953
C 1.28370 -0.49158 1.94815
C 0.00294 0.83069 3.43895
N 0.02582 0.14983 2.36264
H -0.40271 -3.03326 1.68769
H 0.96256 -3.91961 1.17658
H 0.47754 -2.76913 0.18656
H 2.46391 -2.24194 1.85014
H 1.46084 -2.22875 3.20301
H 1.64023 -0.13299 0.98410
H 2.06373 -0.00549 2.52526
H 0.86750 0.80299 4.08571
H -0.94039 1.19656 3.81173
H -0.77134 0.18611 1.72662
H 3.10535 0.63193 -1.10961
H 4.01883 1.04005 -0.05611
O 3.09682 0.77836 -0.12907
H 1.83354 0.00133 -2.36923
H 2.88677 0.25075 -3.43215
O 2.79105 -0.05275 -2.52681
H -2.37105 -1.95998 -2.13759
H -2.76178 -2.01587 -3.62966
O -2.30231 -1.48549 -2.96808
H 0.11381 -1.11508 -4.23759
H -0.60174 -0.34486 -2.98676
O 0.19270 -0.64825 -3.41200
H -3.44512 -1.28077 -0.50200
H -2.96644 -0.42010 0.67518
O -2.70044 -1.11827 0.07092
H -0.87350 4.10708 -1.99876
H 0.00477 4.10744 -0.86130
O -0.93058 3.94061 -1.04675
H -2.35490 3.61385 0.58572
H -2.13111 2.11042 0.98115
O -2.75540 2.83547 0.98332
H -0.72722 1.95598 -0.66564
H -1.47049 0.58571 -1.10392
O -0.82414 1.00594 -0.51851
*
```

The calculation puts the frontier orbital gap at 9.311 eV. As for the HOMO energy: -13.6 eV.

---

Computed, not measured: a 9-piece molecular cluster, C4H26NO9 overall, with the ωB97M-V functional and the def2-TZVPD basis.

```
! RIJCOSX wB97M-V def2-TZVPD def2/J DEFGRID3
* xyz 0 2
C 0.42902 -2.20167 0.71502
N -0.47902 -1.27396 1.44287
C -1.21101 -0.18951 0.74150
O -0.54367 0.94809 0.44931
C 1.60027 -1.53176 0.04324
C 2.51330 -2.40848 -0.82710
H -0.20403 -2.94988 0.21887
H 0.80899 -2.93039 1.44638
H 0.22733 -0.86754 2.07390
H -1.91321 0.10610 1.54664
H -1.72836 -0.73112 -0.05571
H 1.26538 -0.67534 -0.52234
H 2.23523 -1.14725 0.84138
H 2.35241 -2.39156 -1.89859
H 2.40768 -3.42544 -0.43033
H 3.56481 -2.22984 -0.60588
H 0.37098 1.06885 -0.52443
H 0.67148 0.30635 -1.94204
O 0.71442 1.20135 -1.57327
H -3.68724 1.88061 0.96784
H -2.25068 2.31719 1.12521
O -3.15050 2.65881 1.15939
H -2.33879 -1.95444 -1.06654
H -3.10234 -2.72080 0.07555
O -3.06038 -2.55405 -0.86575
H 2.49907 2.82793 0.12388
H 2.14078 1.53684 -0.73105
O 2.67023 1.88414 0.02898
H 0.02104 0.78393 3.71577
H 0.98522 1.32629 2.62834
O 0.94159 1.01293 3.54142
H -1.58258 1.11574 -1.03023
H -1.31255 1.75039 -2.34810
O -1.94936 1.16939 -1.92085
H 0.26483 3.82870 1.44579
H -0.10751 2.35865 1.65866
O 0.41217 3.08000 2.04036
H -0.83955 -0.22526 -3.47343
H 0.63103 -0.23253 -4.02342
O -0.26649 -0.52146 -4.19119
*
```

The calculation puts the frontier orbital gap (alpha / beta) at 10.697 / 5.764 eV. As for the HOMO energy (alpha / beta): -10.8 / -10.8 eV.

---

Computed, not measured: a 9-piece molecular cluster, C4H26O11 overall, with the ωB97M-V functional and the def2-TZVPD basis.

```
! RIJCOSX wB97M-V def2-TZVPD def2/J DEFGRID3
* xyz 0 1
O 0.82642 -4.56124 -0.52118
C 0.72246 -3.12388 -0.59754
C -0.39760 -2.59778 0.27243
O -1.62177 -2.98709 -0.25298
H -0.05335 -4.93096 -0.62566
H 1.71500 -2.83794 -0.24940
H 0.58660 -2.76057 -1.61618
H -0.36640 -1.51003 0.33509
H -0.33119 -3.14814 1.21093
H -2.25833 -2.79371 0.43912
O -0.89516 0.19911 -3.17848
C -1.97593 0.20996 -2.25487
C -2.09920 1.70296 -1.69986
O -0.83090 2.22150 -1.29910
H -0.09270 0.42721 -2.70349
H -2.97317 -0.17594 -2.46625
H -1.73990 -0.40917 -1.38939
H -2.77609 1.80114 -0.85118
H -2.61806 2.33060 -2.42440
H -0.46428 2.82359 -1.95077
O 1.17343 2.76430 2.31631
H 0.91901 2.17266 1.60817
H 0.36528 2.91223 2.80746
O -1.63512 -0.06760 2.25972
H -2.33145 0.17660 1.65003
H -0.82565 0.16743 1.80613
O 3.03790 0.58313 0.27546
H 3.94960 0.85818 0.17861
H 3.04687 -0.02007 1.01864
O 1.79230 0.35515 -2.13659
H 2.28154 0.32028 -1.31460
H 2.14745 -0.36475 -2.65797
O 2.37138 -1.10781 2.39432
H 2.32465 -0.56179 3.17911
H 2.77261 -1.92384 2.69324
O 0.37162 0.77116 0.74595
H 1.30821 0.59545 0.65575
H 0.12085 1.16967 -0.08744
O -1.61440 3.95882 1.72820
H -1.43794 3.14783 1.25135
H -2.49462 4.21336 1.45133
*
```

Its SMILES is OCCO.OCCO.O.O.O.O.O.O.O. The calculation puts the frontier orbital gap at 10.138 eV. As for the HOMO energy: -10.1 eV.

---

Computed, not measured: a 8-piece molecular cluster, C4H27N2O8 overall, with the ωB97M-V functional and the def2-TZVPD basis.

```
! RIJCOSX wB97M-V def2-TZVPD def2/J DEFGRID3
* xyz 1 1
C 0.71132 0.98766 -1.92222
O 0.65855 2.08581 -1.03779
C 0.52769 -0.34214 -1.16464
C 0.56802 -1.49175 -2.18108
C 1.70215 -2.49330 -1.84446
N 1.20635 -3.25409 -0.68975
N -0.85775 -0.39790 -0.54380
H -0.07882 1.23866 -2.61316
H 1.69185 0.92029 -2.40615
H 1.40465 2.25461 -0.40811
H 1.24022 -0.28857 -0.35343
H -0.34899 -2.09479 -2.16967
H 0.44817 -1.10716 -3.19790
H 1.85650 -3.16006 -2.69025
H 2.57174 -1.86538 -1.69514
H 0.91104 -4.19445 -0.90603
H 1.99390 -3.31951 -0.05436
H -0.89866 -1.04867 0.24869
H -1.57129 -0.50528 -1.26028
H -0.95124 0.47503 -0.01571
H -1.63791 0.41694 2.39789
H -3.07031 -0.04065 2.14351
O -2.16558 -0.32926 1.98488
H 2.06989 0.23358 2.99912
H 2.31862 -0.38574 1.56252
O 1.79018 0.22372 2.08101
H 3.19731 2.51020 1.08932
H 1.81481 1.96686 1.60877
O 2.24801 2.60772 1.00216
H -1.69183 -3.50629 2.04203
H -1.29302 -2.07051 2.18228
O -1.14520 -2.83870 1.61350
H -3.32094 1.06234 -2.81229
H -2.90140 0.75131 -4.20022
O -2.65700 0.57282 -3.28504
H -0.32866 1.99095 3.53585
H -1.72041 2.23207 3.80744
O -1.15027 1.54642 3.43942
H -1.34558 4.26901 1.36977
H -0.97155 2.90859 0.79631
O -0.82452 3.47960 1.54698
*
```

The calculation puts the frontier orbital gap at 9.713 eV. As for the HOMO energy: -12.3 eV.